<a>
{"formula": "C2H8NO2", "method": "ωB97M-V/def2-TZVPD", "lumo_energy_ev": -4.0, "total_charge": 1, "orbital_gap_ev": 11.4119, "homo_energy_ev": -15.42, "elements": ["C", "C", "N", "O", "O", "H", "H", "H", "H", "H", "H", "H", "H"], "coordinates": [[1.392, -0.927, -0.451], [1.424, 1.176, 0.540], [0.700, 0.236, 0.156], [-2.750, -0.242, 0.343], [-1.687, 0.487, -0.398], [1.475, -1.763, 0.278], [0.869, -1.270, -1.313], [2.378, -0.646, -0.680], [0.766, 1.997, 0.818], [2.408, 1.166, 0.539], [-0.560, 0.283, 0.179], [-2.933, -0.973, -0.324], [-3.481, 0.477, 0.314]]}

=====

<b>
{"formula": "C2H8NO2", "method": "ωB97M-V/def2-TZVPD", "lumo_energy_ev": -3.7, "total_charge": 1, "orbital_gap_ev": 11.5982, "homo_energy_ev": -15.26, "elements": ["O", "C", "C", "N", "H", "H", "H", "H", "H", "H", "H", "H", "O"], "coordinates": [[-0.069, 1.673, 0.712], [-0.410, 0.875, 1.537], [-0.641, -0.577, 1.218], [-0.182, -0.806, -0.227], [-0.519, 1.131, 2.602], [0.041, -1.229, 1.765], [-1.683, -0.885, 1.265], [-0.528, -1.708, -0.536], [-0.407, -0.021, -0.854], [0.835, -0.787, -0.248], [0.986, 1.461, -2.162], [1.721, 0.361, -2.741], [0.856, 0.512, -2.330]]}

=====

Preferred: <b>; penalty for the next structure: 478.1 kJ/mol.

=====

<a>
{"formula": "C2H6I2N2S", "method": "ωB97M-V/def2-TZVPD", "lumo_energy_ev": -1.6, "total_charge": 0, "orbital_gap_ev": 6.7326, "homo_energy_ev": -8.29, "elements": ["C", "C", "N", "N", "S", "I", "I", "H", "H", "H", "H", "H", "H"], "coordinates": [[-1.459, 0.793, -1.515], [-0.939, -0.090, 1.217], [2.657, -1.201, 1.158], [2.586, -0.075, 0.982], [-0.505, -0.372, -0.490], [2.769, -2.674, -0.324], [2.876, 1.044, -0.759], [-1.694, 1.681, -0.834], [-0.786, 0.969, -2.295], [-2.416, 0.181, -1.729], [-0.915, 1.024, 1.429], [-1.948, -0.467, 1.447], [-0.227, -0.811, 1.714]]}

=====

<b>
{"formula": "C2H6I2N2S", "method": "ωB97M-V/def2-TZVPD", "lumo_energy_ev": -0.1, "total_charge": 0, "orbital_gap_ev": 7.5737, "homo_energy_ev": -7.67, "elements": ["C", "C", "N", "N", "S", "I", "I", "H", "H", "H", "H", "H", "H"], "coordinates": [[-2.435, 1.139, -0.829], [2.398, -0.427, 1.573], [-0.733, 0.300, 0.841], [0.034, 2.179, -0.931], [-1.042, 1.842, 0.139], [0.386, 0.091, 2.376], [1.706, 2.945, 0.037], [-2.673, 0.114, -0.392], [-3.392, 1.643, -0.926], [-1.953, 1.053, -1.720], [3.069, -0.502, 2.316], [2.190, -1.437, 1.201], [2.699, 0.462, 0.911]]}

=====

Preferred: <a>; penalty for the next structure: 311.9 kJ/mol.

=====

<a>
{"formula": "C2H3F2O2S", "method": "ωB97M-V/def2-TZVPD", "lumo_energy_ev": [3.6, 4.0], "total_charge": -1, "orbital_gap_ev": [6.9577, 7.9906], "homo_energy_ev": [-3.34, -4.02], "elements": ["C", "C", "O", "O", "F", "F", "S", "H", "H", "H"], "coordinates": [[0.263, 0.082, 0.035], [-2.263, 0.731, 0.057], [-4.712, 0.057, -0.826], [-3.857, -1.324, 1.025], [-2.389, 1.139, 1.323], [-2.255, 1.834, -0.707], [-3.619, -0.775, -0.327], [-0.088, -0.780, 0.464], [0.123, 0.881, 0.693], [0.176, 0.444, -0.892]]}

=====

<b>
{"formula": "C2H3F2O2S", "method": "ωB97M-V/def2-TZVPD", "lumo_energy_ev": 4.0, "total_charge": -1, "orbital_gap_ev": 7.3644, "homo_energy_ev": -3.38, "elements": ["C", "C", "O", "O", "F", "F", "S", "H", "H", "H"], "coordinates": [[-0.164, 0.158, -0.031], [1.964, 0.718, 0.074], [4.572, 0.071, -0.392], [2.971, -1.896, -0.136], [2.181, 1.448, -1.096], [2.049, 1.623, 1.022], [3.471, -0.568, 0.360], [-0.589, 0.455, -1.083], [-0.556, 0.858, 0.628], [0.164, -0.778, 0.194]]}

=====

Preferred: <b>; penalty for the next structure: 110.3 kJ/mol.

=====

<a>
{"formula": "C6H16N2O", "method": "ωB97M-V/def2-TZVPD", "lumo_energy_ev": 0.8, "smiles": "N[NH2+]C[O-].CC=C(C)C", "total_charge": 0, "orbital_gap_ev": 9.5085, "homo_energy_ev": -8.67, "elements": ["N", "N", "C", "O", "H", "H", "H", "H", "H", "H", "C", "C", "C", "C", "C", "H", "H", "H", "H", "H", "H", "H", "H", "H", "H"], "coordinates": [[-0.510, -1.132, 1.864], [-0.266, -2.259, 0.994], [-1.181, -2.366, -0.321], [-0.169, -2.396, -1.198], [-0.551, -0.316, 1.251], [0.318, -1.012, 2.443], [0.503, -2.260, 0.085], [-0.315, -3.109, 1.554], [-1.789, -3.281, -0.218], [-1.824, -1.470, -0.300], [0.570, 2.250, 1.484], [-0.203, 1.848, 0.260], [0.224, 1.142, -0.793], [-0.685, 0.841, -1.955], [1.615, 0.592, -0.959], [0.677, 3.338, 1.529], [0.044, 1.955, 2.398], [1.572, 1.823, 1.517], [-1.233, 2.196, 0.245], [-0.298, 1.306, -2.867], [-0.716, -0.237, -2.136], [-1.697, 1.215, -1.790], [2.237, 0.702, -0.072], [1.557, -0.467, -1.223], [2.120, 1.096, -1.789]]}

=====

<b>
{"formula": "C6H16N2O", "method": "ωB97M-V/def2-TZVPD", "lumo_energy_ev": 0.9, "smiles": "[H]/N=C(/C)N.C=C(C)C.O", "total_charge": 0, "orbital_gap_ev": 9.9883, "homo_energy_ev": -9.13, "elements": ["H", "N", "C", "C", "N", "H", "H", "H", "H", "H", "C", "C", "C", "C", "H", "H", "H", "H", "H", "H", "H", "H", "O", "H", "H"], "coordinates": [[-1.459, -1.195, 1.412], [-2.057, -0.396, 1.209], [-2.370, -0.301, -0.025], [-3.297, 0.799, -0.452], [-1.882, -1.090, -1.016], [-2.728, 1.573, -0.968], [-3.769, 1.240, 0.420], [-4.059, 0.414, -1.128], [-0.970, -1.579, -0.849], [-2.075, -0.836, -1.972], [1.227, -1.239, -0.877], [1.934, -0.357, -0.169], [2.419, -0.658, 1.214], [2.413, 0.935, -0.749], [1.048, -2.234, -0.495], [1.023, -1.073, -1.923], [2.016, -1.595, 1.588], [2.129, 0.146, 1.881], [3.517, -0.715, 1.225], [2.109, 1.049, -1.781], [3.502, 1.003, -0.684], [2.001, 1.754, -0.179], [0.057, 1.445, 1.166], [-0.017, 2.071, 1.895], [-0.710, 0.838, 1.257]]}

=====

Preferred: <b>; penalty for the next structure: 281.4 kJ/mol.